DFT (the ωB97M-V functional and the def2-TZVPD basis) results for a structure of composition C5H10N2O at a distorted geometry.

Values from the calculation:
LUMO energy: 0.5 eV
Max |F|: 4.34 eV/Å
Relative energy (zero: lowest compared OMol25 entry of this formula, charge and spin): 4.1169 eV
E_tot: -381.1341 Ha
HOMO level: -0.280 Ha

Each line ends with the Löwdin charge.
Geometry (Å):
O 1.3263 -0.3552 2.2932  -0.04
N 0.0840 0.5872 -0.7180  -0.28
N 0.7051 -1.7691 -1.4311  0.21
C 1.1780 1.5772 -0.9734  -0.03
C -1.1921 0.9504 -1.4011  -0.03
C 0.5096 -0.7516 -0.9053  -0.28
C -0.5002 -1.8835 2.0685  -0.08
C 0.3032 -0.6601 1.6950  -0.38
H 1.4670 1.5511 -2.0248  0.09
H -1.9869 0.3575 -0.9472  0.09
H -1.1393 0.7422 -2.4695  0.09
H 0.0298 -2.4924 2.8059  0.07
H -1.4072 2.0065 -1.2388  0.09
H -0.6805 -2.4771 1.1689  0.06
H -0.0407 0.2931 0.6746  0.15
H 0.8150 2.5796 -0.7460  0.09
H -1.4751 -1.5774 2.4584  0.07
H 2.0040 1.3217 -0.3093  0.10